{
  "formula": "C53H120F18N9O10P2",
  "method": "wB97M-V/def2-TZVPD",
  "orbital_gap_ev": 0.55,
  "e_tot_ha": -5815.2014,
  "spin_multiplicity": 1,
  "charge": 5,
  "elements": ["H", "O", "C", "H", "H", "C", "C", "C", "N", "C", "F", "H", "H", "C", "O", "H", "H", "H", "C", "H", "H", "H", "C", "H", "C", "H", "N", "F", "O", "H", "N", "C", "N", "H", "H", "H", "F", "F", "N", "H", "C", "C", "H", "C", "H", "H", "H", "C", "C", "H", "C", "F", "H", "C", "H", "H", "H", "H", "O", "H", "C", "H", "C", "C", "F", "C", "C", "H", "H", "C", "H", "C", "C", "H", "H", "H", "C", "H", "H", "H", "C", "C", "F", "P", "O", "H", "F", "H", "H", "H", "C", "C", "H", "H", "H", "H", "H", "H", "O", "H", "H", "H", "F", "H", "H", "C", "H", "F", "C", "H", "C", "H", "H", "F", "C", "H", "H", "H", "F", "H", "H", "H", "N", "C", "C", "H", "H", "H", "C", "H", "H", "H", "O", "H", "H", "H", "H", "H", "C", "H", "H", "C", "F", "H", "C", "H", "H", "H", "H", "H", "C", "F", "C", "H", "P", "H", "H", "C", "N", "H", "O", "H", "H", "N", "H", "H", "H", "H", "H", "H", "H", "H", "H", "H", "H", "F", "H", "H", "H", "C", "H", "C", "C", "H", "C", "H", "H", "C", "C", "H", "H", "H", "O", "F", "H", "C", "H", "N", "H", "H", "H", "H", "C", "H", "H", "H", "O", "H", "C", "F", "C", "F"],
  "coordinates": [[1.319, 3.122, 11.412], [3.544, -1.064, -2.735], [-8.738, 2.264, -2.397], [-4.791, 2.221, -1.621], [-1.527, -2.401, -13.720], [1.702, 2.823, 5.957], [4.228, -11.418, -0.825], [4.563, 2.627, -1.391], [-6.484, 2.213, -3.018], [-0.705, -3.526, -0.465], [0.009, 4.501, -0.755], [-5.941, 5.111, 2.846], [-7.602, 3.868, -6.439], [-3.621, -7.223, 4.541], [-3.970, 1.627, 1.122], [-4.959, 4.661, 4.208], [9.235, -1.234, 7.786], [4.694, -13.614, -3.955], [-1.431, -1.800, -11.751], [4.568, -13.093, -1.725], [5.466, -3.398, -3.086], [-2.108, -5.736, -12.941], [-6.628, 2.577, -4.520], [2.298, 6.927, -3.734], [9.608, 1.422, 6.904], [-2.607, -4.576, -0.408], [0.632, 3.388, 8.058], [-3.456, 1.530, -5.212], [2.416, 3.499, -2.338], [0.078, -4.089, -0.973], [10.447, 0.532, 7.877], [0.527, 1.830, 6.132], [4.602, -12.146, -2.010], [3.310, 4.611, -5.848], [-0.551, 1.618, 8.160], [-3.612, -5.231, 5.163], [-1.398, 0.559, -5.116], [4.087, 3.029, -0.075], [-1.722, -2.862, -12.807], [-0.492, -3.545, 0.622], [0.391, -1.346, 0.152], [-5.734, 4.660, -7.293], [-5.112, 3.686, -2.634], [2.938, 7.273, -5.489], [-4.787, 3.537, 1.865], [-1.364, 4.117, 7.426], [-2.631, -5.535, 3.835], [2.446, 8.657, -5.467], [-5.116, 2.594, -2.574], [1.734, 8.893, -4.687], [-8.329, 0.820, -2.407], [-0.725, 3.418, 1.466], [5.576, -11.917, -2.253], [-0.824, -4.161, -12.738], [3.301, -11.819, -0.429], [4.590, -1.677, 2.531], [0.780, 0.805, 6.025], [0.443, -0.311, -0.129], [-4.247, -6.087, 2.154], [4.719, 7.121, 4.978], [4.672, -1.445, -3.012], [-6.417, 2.875, 2.048], [9.687, -0.547, 8.484], [3.157, 1.109, 10.851], [-2.424, -1.343, 3.170], [-0.209, -1.761, -2.188], [-1.318, -5.254, -13.567], [5.467, 0.421, -5.564], [-4.120, 0.131, 2.239], [0.378, 1.967, 7.646], [3.971, 0.528, -4.481], [1.477, 3.487, 9.326], [-6.327, 4.044, -4.696], [-4.657, -7.500, 4.456], [4.900, -11.509, 0.042], [6.278, -1.247, -4.125], [3.228, 2.502, -2.342], [-9.356, 2.474, -1.523], [2.592, -0.412, 1.890], [3.342, 9.251, -5.128], [3.785, 6.829, 4.320], [4.019, -12.894, -4.341], [-2.957, -2.610, 5.014], [-1.695, -2.488, 4.019], [2.951, -10.977, -3.255], [-0.522, -5.979, -13.588], [5.001, 1.414, -1.269], [-5.300, 4.243, -4.501], [-7.626, 2.316, -4.833], [-3.747, -2.580, -0.593], [-5.703, -4.622, 3.313], [-4.515, -5.481, 3.144], [-0.336, 5.220, 8.370], [-6.031, 5.442, -7.973], [-0.117, -1.296, 1.109], [-2.717, -3.165, -12.881], [-0.376, -1.688, -11.520], [1.219, 1.431, 8.103], [0.119, -4.169, -12.022], [-1.952, -2.169, -10.854], [4.351, -3.177, -1.798], [1.762, -2.996, 0.362], [5.380, 3.634, -1.677], [-8.462, 0.420, -1.404], [4.783, 5.121, 3.124], [-2.852, -2.600, -1.151], [2.321, -1.570, -0.586], [-2.695, 0.619, -3.269], [-1.977, -1.523, -0.568], [2.069, -1.951, 2.474], [1.850, -1.910, 0.335], [0.878, -1.839, -2.336], [5.577, 1.186, -4.076], [-0.423, -2.509, 2.962], [1.041, 2.589, 10.506], [-7.340, 4.003, -2.203], [9.909, 2.219, 4.913], [-4.482, 2.211, -3.335], [1.349, 2.931, 0.281], [-6.470, -4.846, 2.577], [10.811, 1.136, 8.657], [2.182, 9.126, -6.430], [-3.531, -5.747, 4.271], [2.588, -1.475, 1.652], [4.001, -2.041, 1.661], [3.136, -13.466, -4.493], [3.511, 4.792, -7.463], [-18.085, -2.489, -3.569], [-0.605, 4.148, 8.264], [-8.908, 0.184, -3.094], [-0.057, 2.521, 10.537], [-7.073, 5.598, -5.958], [8.484, 1.654, 7.197], [1.860, 3.035, 4.896], [1.343, 0.370, 10.042], [2.617, 2.299, 6.280], [4.327, -12.422, -5.279], [4.002, -3.106, 1.575], [-7.435, 2.911, -2.102], [-0.517, -0.770, -2.347], [10.489, 0.588, 5.150], [1.328, 3.952, 6.871], [-2.417, -1.405, -4.359], [3.422, 0.094, 11.148], [1.711, 1.163, 10.700], [3.830, 7.356, -7.225], [-6.427, 0.187, -3.527], [4.644, -1.686, 0.885], [-1.838, -0.877, -12.143], [-7.069, 2.735, -1.112], [3.810, 5.290, -6.530], [-2.397, -3.684, 3.102], [4.043, 5.967, 3.076], [4.257, 6.566, 2.113], [-2.930, 0.054, -4.830], [-6.141, -4.634, 4.304], [-0.295, 2.204, 5.567], [-5.771, 4.280, 3.511], [3.397, 6.686, -6.579], [11.369, 1.945, 5.860], [-5.041, 1.891, 3.113], [4.179, -10.351, -1.021], [-6.773, 4.177, 4.062], [-0.600, -2.059, -0.782], [1.274, 0.784, 11.627], [11.311, 0.110, 7.389], [1.371, 4.488, 9.691], [-5.849, 1.943, -5.007], [-1.138, 3.797, 9.140], [3.673, 1.447, 9.913], [-1.874, -4.360, -2.055], [6.043, -2.496, -1.615], [2.941, 5.553, 2.975], [8.974, -0.190, 9.237], [-3.072, -7.769, 3.759], [-0.983, -3.678, 4.872], [-1.999, -1.304, 0.478], [-1.771, -5.031, -14.527], [0.977, 4.991, 1.218], [-4.433, 1.150, 2.238], [-6.912, 4.634, -3.938], [3.695, -11.859, -3.274], [-2.102, -3.875, -1.112], [2.129, 4.630, 7.148], [5.181, -2.683, -2.284], [-0.801, -2.404, -2.852], [-5.369, -3.569, 3.032], [-5.494, 3.156, 2.562], [-6.813, 0.808, -2.766], [-3.194, -7.369, 5.501], [3.564, 1.801, 11.604], [-4.740, 4.778, -6.899], [2.741, 6.506, -4.491], [-3.224, -0.476, -6.297], [4.892, 5.344, -6.548], [-6.766, 4.565, -6.134], [2.977, 1.659, -3.159], [5.472, -0.770, -3.832], [0.619, 4.606, 6.350], [-9.175, 2.608, -3.324], [-3.156, -2.366, -2.172], [10.393, -1.142, 9.076], [5.060, 0.384, -4.554], [-5.802, 3.733, -7.839], [-2.015, -0.596, -1.095], [2.544, 3.357, 9.034], [2.715, 7.076, 4.780], [-6.170, 0.591, -1.925], [0.475, 4.097, 0.454], [-4.509, -0.297, -4.339], [10.370, 1.541, 5.631], [-0.885, -1.493, 5.002]],
  "mulliken_charge": [0.4997, -0.4520, -0.8001, 0.5361, 0.3984, -0.6775, -0.9958, 0.7742, 0.2143, -0.4483, -0.1094, 0.3720, 0.3037, -0.8233, -0.5629, 0.2801, 0.3465, 0.3462, -0.8198, 0.4170, 0.4468, 0.3456, -0.7539, 0.3081, 0.5508, 0.2432, 0.5696, -0.4001, -0.4982, 0.3279, -0.2102, -0.7953, -0.2454, 0.2882, 0.3399, 0.3975, -0.4142, -0.2802, -0.2633, 0.3689, -1.2465, -1.1845, 0.3426, 0.7854, 0.2796, 0.3454, 0.2139, -1.3448, -1.3096, 0.4038, -0.4908, -0.3442, 0.3827, 0.6142, 0.3685, 0.4007, 0.4250, 0.9036, -0.4737, 0.2887, 0.7554, 0.2358, -0.9173, -1.1282, -0.3104, -1.1430, -1.0916, 0.3536, 0.5625, -0.4437, 0.2171, -0.6051, 0.0113, 0.3605, 0.3658, 0.2299, 0.0890, 0.4637, 0.4628, 0.3654, 0.0889, -0.9727, -0.3760, 1.2949, -0.2914, 0.3322, -0.1548, 0.3661, 0.6259, 0.6518, -1.0597, 0.7452, 0.4451, 0.3842, 0.0282, 0.4218, 0.3166, 0.0988, -0.3732, 0.3701, 0.2259, 0.3439, -0.2296, 0.2963, 0.2778, -0.5540, 0.0385, -0.3524, -0.6914, 0.0828, -0.1552, 0.2064, 0.2708, -0.4407, -0.6829, 0.5831, 0.3476, 0.4029, -0.1408, 0.3851, 0.3576, 0.3270, -0.0040, -0.2731, -1.3892, 0.3320, 0.3216, -0.3409, -1.0076, 0.3270, 0.1843, 0.3757, -0.3973, 0.4645, 0.3290, 0.3624, 0.3229, 0.4129, -0.7898, 0.4415, 0.3625, -0.7556, -0.3093, 0.3826, -0.4595, 0.3014, 0.4647, 0.2148, 0.3455, 0.5583, -0.8277, -0.4724, -0.4903, 0.2966, 1.2748, 0.3593, 0.3503, -1.1857, -0.1678, 0.3747, -0.3340, 0.3548, 0.2992, 1.0244, 0.4229, 0.4342, 0.3545, 0.0425, 0.3669, 0.2058, 0.4741, 0.3077, -0.0109, 0.3352, 0.3110, -0.4114, 0.3940, 0.4020, 0.0958, 0.0675, 0.0969, 0.4756, -0.9002, 0.3606, -1.2856, 0.4216, 0.1681, -0.0341, -0.6129, 0.4045, 0.3078, 0.3099, -0.2463, -0.3609, 0.3409, -0.6692, 0.1302, -0.1417, 0.2547, 0.2798, 0.0653, 0.3946, -0.8551, 0.2973, 0.2867, 0.4623, -0.4323, 0.3304, 0.4768, -0.3756, -1.2393, -0.2950]
}